Record 1
Molecular formula: C2H7N3O
Method: DFT, ωB97M-V/def2-TZVPD

The geometry in XYZ format:
```
13
Properties=species:S:1:pos:R:3:forces:R:3:mulliken_charge:R:1
C -1.150 1.335 0.019 0.07 0.57 0.18 -1.043
N -0.603 -0.002 -0.005 -0.04 -0.22 -0.10 0.293
N -1.442 -1.120 -0.022 0.20 0.18 0.51 -0.703
C 0.761 -0.231 0.004 0.13 0.12 -0.22 0.519
N 1.534 0.925 -0.033 -0.28 -0.49 0.03 -0.366
O 1.268 -1.335 0.013 -0.07 0.35 0.09 -0.616
H -0.919 1.905 -0.897 0.04 -0.14 0.22 0.323
H -2.237 1.298 0.087 0.13 -0.17 0.10 0.371
H -0.769 1.893 0.899 -0.28 -0.12 -0.40 0.343
H -1.965 -1.178 0.851 0.05 -0.01 -0.35 0.235
H -2.056 -1.102 -0.820 -0.11 0.04 -0.08 0.245
H 2.515 0.744 0.060 0.09 0.15 -0.01 0.222
H 1.190 1.868 -0.006 0.06 -0.24 0.04 0.176
```
Positions in Å, forces in eV/Å.

Properties
Charge = 0
2S+1 = 1
LUMO = 0.71 eV

=====

Record 2
Molecular formula: C56H61AsCoN8O2S3
Method: DFT, ωB97M-V/def2-TZVPD

The geometry in XYZ format:
```
132
Properties=species:S:1:pos:R:3:forces:R:3:mulliken_charge:R:1
Co -0.667 1.407 -0.122 0.68 0.09 -1.20 -1.017
C 3.677 -5.341 5.431 0.08 0.00 0.07 -1.657
C 2.851 -4.468 4.547 -0.09 0.03 -0.16 1.159
C 2.007 -3.497 5.084 0.02 -0.05 -0.12 -1.081
C 1.276 -2.659 4.263 -0.24 0.25 0.02 -0.344
C 1.379 -2.790 2.888 0.09 0.02 -0.51 -0.454
C 2.221 -3.741 2.335 0.01 0.08 -0.08 -0.020
C 2.941 -4.580 3.163 -0.01 0.00 0.04 -1.040
S 0.513 -1.682 1.756 0.45 -0.68 1.11 1.322
O 0.210 -0.477 2.532 -0.18 0.52 0.46 -0.481
C -1.125 -2.705 1.799 0.28 0.85 -0.44 -0.181
C -1.830 -2.436 3.042 -0.29 -0.03 0.63 -0.468
C -2.281 -3.427 3.825 0.15 0.65 -0.29 -1.687
C -1.913 -4.788 3.573 0.16 -0.62 -0.29 0.593
C -2.275 -5.796 4.468 -0.04 0.15 -0.10 -0.786
C -1.778 -7.075 4.335 0.11 -0.04 -0.03 -0.962
C -0.808 -7.325 3.365 -0.04 -0.01 0.06 -0.909
C -0.458 -6.350 2.461 0.10 0.14 0.12 -0.515
C -1.087 -5.091 2.458 -0.20 -0.20 0.51 0.813
C -0.874 -4.099 1.429 -0.18 -0.26 -0.40 -0.454
C -0.276 -4.438 0.191 0.01 0.02 -0.16 1.313
C -0.253 -5.809 -0.306 0.19 -0.11 -0.35 -0.100
C -1.364 -6.659 -0.191 -0.11 -0.16 -0.12 -0.036
C -1.348 -7.922 -0.730 -0.18 0.26 0.16 -0.988
C -0.204 -8.410 -1.368 0.28 -0.01 -0.03 -0.885
C 0.895 -7.604 -1.504 -0.10 -0.14 0.06 -1.043
C 0.875 -6.281 -1.026 -0.30 0.04 0.24 1.413
C 1.915 -5.373 -1.326 -0.15 0.27 0.02 -1.352
C 1.630 -4.031 -1.250 0.38 0.06 -0.14 -0.858
C 0.489 -3.549 -0.610 -0.10 0.05 0.11 -0.998
S 0.018 -1.870 -1.125 0.00 -1.18 -1.32 2.508
O 1.228 -1.347 -1.801 0.45 0.28 -0.03 -1.132
C -1.114 -2.528 -2.419 -0.02 0.35 0.35 1.174
C -2.316 -1.843 -2.553 -0.05 0.01 -0.11 0.234
C -3.293 -2.304 -3.414 0.09 0.00 0.05 -0.670
C -3.090 -3.462 -4.162 0.16 -0.01 0.05 0.572
C -4.164 -3.986 -5.058 -0.07 -0.03 0.01 -1.712
C -1.872 -4.119 -4.039 -0.02 0.07 -0.03 -1.003
C -0.885 -3.660 -3.180 0.17 0.05 0.05 -0.816
H 3.110 -5.667 6.299 -0.03 -0.09 0.09 0.410
H 4.543 -4.789 5.795 0.08 0.02 0.05 0.325
H 4.040 -6.209 4.889 0.03 -0.12 0.03 0.385
H 1.933 -3.393 6.156 -0.02 0.02 0.11 0.452
H 0.644 -1.889 4.676 -0.08 0.09 0.06 0.524
H 2.324 -3.805 1.263 0.06 -0.09 -0.10 0.528
H 3.592 -5.322 2.724 0.10 -0.08 -0.01 0.432
H -1.992 -1.393 3.273 -0.04 0.08 0.11 0.468
H -2.853 -3.217 4.715 -0.08 0.13 0.12 0.534
H -2.948 -5.552 5.276 -0.06 0.02 0.11 0.533
H -2.088 -7.858 5.009 -0.01 -0.04 0.09 0.447
H -0.322 -8.288 3.319 0.04 -0.08 0.02 0.541
H 0.334 -6.550 1.759 -0.01 -0.09 0.02 0.697
H -2.253 -6.308 0.312 -0.07 0.01 0.06 0.275
H -2.226 -8.545 -0.662 -0.09 -0.05 0.03 0.524
H -0.199 -9.412 -1.764 0.02 -0.12 -0.07 0.466
H 1.775 -7.952 -2.022 0.10 -0.06 -0.08 0.509
H 2.849 -5.733 -1.729 0.07 0.03 -0.16 0.513
H 2.289 -3.302 -1.698 0.07 0.08 -0.06 0.505
H -2.465 -0.927 -1.993 -0.09 0.08 -0.06 -0.322
H -4.227 -1.771 -3.507 -0.12 0.12 -0.01 0.570
H -4.996 -4.352 -4.457 -0.10 -0.06 -0.03 0.326
H -3.800 -4.802 -5.676 -0.03 -0.03 -0.05 0.397
H -4.549 -3.200 -5.705 -0.04 0.03 -0.07 0.381
H -1.696 -5.015 -4.615 0.06 -0.07 -0.08 0.413
H 0.055 -4.186 -3.119 0.02 -0.10 0.03 0.537
N -4.416 -0.121 1.446 0.44 1.57 -0.25 0.423
C -4.729 -1.456 1.465 0.03 -1.30 -0.02 -0.113
C -5.991 -1.875 1.902 0.37 0.24 -0.12 -0.714
C -6.319 -3.213 1.886 0.11 -0.10 -0.05 -0.922
C -5.406 -4.162 1.435 0.01 0.04 -0.02 -0.929
C -4.159 -3.761 0.994 -0.08 0.01 -0.03 -0.682
C -3.818 -2.418 1.027 0.00 0.54 -0.30 0.142
S -2.225 -1.901 0.387 -1.13 -1.27 1.21 0.151
N -2.221 -0.278 0.489 -1.45 1.62 0.60 1.199
C -3.284 0.449 0.907 0.64 -3.34 0.01 0.032
C -3.260 1.852 0.726 0.29 2.82 -0.23 0.287
C -4.214 2.747 1.276 0.33 -1.02 -0.14 -0.955
C -4.152 4.084 1.003 0.40 0.53 -0.31 -1.149
C -3.095 4.575 0.219 -0.47 -0.49 0.48 -0.899
C -2.153 3.678 -0.222 -0.05 0.60 -0.56 -0.720
N -2.226 2.360 -0.021 -1.25 -0.65 1.06 2.171
H -5.183 0.500 1.666 0.15 -0.05 -0.11 0.266
H -6.708 -1.136 2.230 -0.07 0.05 0.06 0.546
H -7.301 -3.518 2.207 -0.10 -0.05 0.06 0.458
H -5.680 -5.203 1.407 -0.01 -0.14 0.01 0.540
H -3.442 -4.476 0.622 0.02 -0.11 -0.06 0.482
H -4.973 2.378 1.947 -0.19 0.05 0.07 0.588
H -4.884 4.764 1.405 -0.13 0.04 0.09 0.477
H -3.000 5.626 0.010 0.05 0.14 -0.06 0.555
H -1.287 4.023 -0.780 -0.10 -0.12 0.08 0.427
C 1.865 4.207 3.654 0.23 -0.04 0.06 -1.253
N 0.746 3.370 3.266 0.20 0.08 0.34 0.282
C -0.376 3.303 4.189 -0.03 -0.04 -0.13 -1.055
C 0.724 2.626 2.138 -0.78 -0.20 -0.29 -0.182
N -0.337 2.042 1.692 0.14 0.11 0.10 0.503
N 1.905 2.524 1.419 0.29 0.36 0.36 0.014
C 2.131 1.582 0.436 -0.56 -0.53 -0.55 0.140
N 3.430 1.352 0.145 0.55 -0.02 0.07 -0.386
N 1.178 0.971 -0.180 0.68 -0.11 0.25 0.744
H 1.491 5.023 4.270 0.05 -0.04 -0.05 0.436
H 2.340 4.667 2.787 -0.01 0.02 -0.01 0.413
H 2.610 3.654 4.235 0.05 0.06 -0.01 0.328
H -0.076 3.773 5.123 -0.06 -0.05 -0.04 0.435
H -0.637 2.262 4.403 -0.02 0.06 0.00 0.263
H -1.254 3.833 3.802 0.03 -0.06 0.02 0.310
H -1.112 2.073 2.342 0.02 0.17 0.00 -0.245
H 2.725 2.904 1.869 -0.15 -0.11 -0.15 0.317
H 4.191 1.869 0.549 -0.05 -0.03 0.03 0.171
H 3.646 0.723 -0.609 0.02 0.08 0.00 0.199
H 1.505 0.257 -0.840 0.03 0.27 0.12 -0.387
C -3.538 1.682 -3.081 0.17 0.03 0.02 -0.979
C -2.301 2.544 -3.302 0.17 -0.11 0.05 -1.240
As -0.684 1.682 -2.552 0.32 0.25 0.05 0.857
C -0.276 0.359 -3.965 -0.03 0.16 -0.06 0.091
C -0.208 0.899 -5.386 -0.08 0.09 0.15 -1.508
C 0.746 3.029 -2.903 0.02 -0.09 0.02 -0.588
C 0.364 4.254 -3.727 -0.03 -0.20 0.02 -1.419
H -4.438 2.220 -3.373 -0.08 -0.04 -0.05 0.481
H -3.630 1.409 -2.028 -0.09 -0.06 0.03 0.000
H -3.477 0.767 -3.668 -0.08 -0.11 -0.04 0.178
H -2.440 3.514 -2.819 0.14 -0.05 -0.11 0.459
H -2.146 2.719 -4.370 0.02 0.09 0.18 0.886
H -1.047 -0.410 -3.912 0.13 0.07 0.03 -0.081
H 0.672 -0.112 -3.697 -0.16 0.05 0.12 0.418
H -1.169 1.302 -5.705 0.04 0.06 -0.08 0.340
H 0.044 0.085 -6.065 0.04 0.01 -0.08 0.429
H 0.554 1.671 -5.486 -0.01 0.06 -0.09 0.309
H 1.550 2.482 -3.404 -0.03 -0.04 0.05 0.594
H 1.146 3.358 -1.938 -0.13 -0.22 -0.03 0.218
H -0.089 3.972 -4.675 -0.03 0.07 -0.07 0.296
H 1.257 4.841 -3.942 -0.02 0.08 -0.03 0.448
H -0.334 4.893 -3.188 -0.07 0.05 -0.04 0.284
```
Positions in Å, forces in eV/Å.

Properties
Charge = +2
2S+1 = 2
LUMO (alpha / beta) = -5.59 / -6.09 eV

=====

Record 3
Molecular formula: C8H16N2O4
Method: DFT, ωB97M-V/def2-TZVPD

The geometry in XYZ format:
```
30
Properties=species:S:1:pos:R:3:forces:R:3:mulliken_charge:R:1
C 0.019 1.855 -1.967 1.71 1.51 1.10 0.186
C 0.473 1.352 -0.522 -1.31 -1.65 -1.50 -0.013
C -1.054 2.863 -1.624 -3.75 -0.48 -0.08 -0.138
C 1.025 -0.632 0.766 -2.72 1.61 1.35 -0.294
C 1.595 -1.930 0.430 2.55 -2.36 0.79 0.143
C -0.353 -0.980 1.674 2.82 -1.80 -1.80 0.491
C -1.222 -1.998 0.860 -0.01 2.35 0.70 -1.289
C 0.094 -1.560 3.021 0.26 -1.15 0.10 -1.695
H -1.208 0.382 -2.623 0.13 0.16 -0.21 0.218
H -0.389 1.086 -3.805 -0.08 0.83 -2.26 0.243
H 0.861 2.559 -2.442 -1.13 -1.75 1.01 0.339
H -2.145 2.279 -1.687 2.59 1.10 0.98 0.118
H -0.916 3.370 -0.566 -0.15 -0.83 -2.48 0.279
H -0.057 3.718 -3.243 -5.50 0.55 1.97 0.414
H 0.279 -0.415 -1.423 1.72 0.31 3.11 0.484
H 1.653 0.095 1.444 -0.91 -1.47 -1.67 0.486
H -0.781 -0.021 1.855 -0.53 0.65 -0.06 0.552
H -0.596 -2.839 0.669 -0.04 -0.76 -0.38 0.389
H -1.678 -1.558 -0.067 0.54 -0.49 0.84 0.186
H -1.992 -2.238 1.570 -0.73 -0.54 -0.05 0.472
H 0.504 -2.620 3.168 -0.90 1.17 -1.10 0.268
H 0.899 -0.967 3.430 -0.02 0.66 0.45 0.481
H -0.788 -1.494 3.630 -0.20 0.04 0.89 0.444
H 2.432 -1.812 2.156 0.09 0.94 1.13 0.380
N -0.307 0.779 -2.894 -0.04 -0.66 3.00 -0.752
N 0.602 0.020 -0.436 -0.46 -0.46 -4.01 -0.179
O 0.419 2.037 0.457 0.89 1.82 1.39 -0.654
O -1.265 3.719 -2.744 5.92 0.24 -1.85 -0.518
O 1.400 -2.695 -0.479 -0.39 1.33 0.06 -0.529
O 2.494 -2.353 1.393 -0.35 -0.86 -1.43 -0.513
```
Positions in Å, forces in eV/Å.

Properties
Charge = 0
2S+1 = 1
LUMO = 0.27 eV

=====

Record 4
Molecular formula: C4H5HgLiO2
Method: DFT, ωB97M-V/def2-TZVPD

The geometry in XYZ format:
```
13
Properties=species:S:1:pos:R:3:forces:R:3:mulliken_charge:R:1
H 0.737 -1.451 0.593 -0.38 1.03 -1.25 0.312
C 0.102 -0.972 -0.239 1.06 0.71 3.92 0.341
C 0.632 0.302 -0.873 0.20 -0.35 -0.87 -0.676
C 0.286 1.384 0.151 0.15 -0.05 0.54 -0.366
C -0.814 0.816 0.993 0.19 0.20 0.07 -0.316
O -1.032 -0.392 0.632 0.18 -0.71 0.25 -0.264
O -0.405 -1.913 -1.008 1.14 6.92 -3.20 -0.601
Hg -0.861 -3.591 -0.903 -2.06 -7.80 0.73 1.263
Li -1.569 1.179 2.958 -0.22 0.28 -0.09 1.004
H 0.104 0.452 -1.824 0.17 0.00 0.16 0.300
H 1.707 0.221 -1.070 -0.31 0.05 0.01 0.335
H -0.028 2.366 -0.227 0.13 -0.26 -0.17 0.377
H 1.142 1.599 0.816 -0.24 0.00 -0.09 0.289
```
Positions in Å, forces in eV/Å.

Properties
Charge = +2
2S+1 = 1
LUMO = -11.49 eV

=====

Record 5
Molecular formula: C19H17AuBrN2O6
Method: DFT, ωB97M-V/def2-TZVPD

The geometry in XYZ format:
```
46
Properties=species:S:1:pos:R:3:forces:R:3:mulliken_charge:R:1
Au -11.843 -5.299 11.845 -0.33 0.29 1.07 0.378
O -10.928 -4.068 7.624 0.36 -0.20 1.67 -0.458
C -11.015 -4.637 8.885 -1.24 -0.32 -2.24 0.118
O -11.709 -5.599 9.137 0.62 0.82 0.15 -0.511
C -10.194 -3.875 9.847 0.11 0.57 2.45 0.677
C -9.322 -2.880 9.439 -0.10 -0.96 -1.37 -0.466
C -8.494 -2.283 10.365 0.24 1.03 0.57 -0.459
C -8.685 -2.577 11.708 1.51 1.06 -0.10 -0.466
C -9.669 -3.407 12.107 -1.38 -1.76 -0.07 0.662
N -10.393 -4.111 11.215 0.76 0.82 -1.99 -0.034
C -9.907 -3.534 13.625 2.28 2.05 -0.16 0.436
O -9.089 -2.903 14.318 -1.53 -1.35 -0.53 -0.649
O -10.922 -4.149 14.042 -1.23 -1.27 -0.53 -0.458
H -11.522 -4.424 6.948 -0.12 -0.52 0.48 0.381
H -9.269 -2.720 8.343 0.15 0.17 1.02 0.470
H -7.782 -1.501 10.067 -0.21 -0.59 0.09 0.424
H -8.113 -2.216 12.569 0.06 0.40 -0.66 0.547
Br -17.965 -10.080 15.816 0.96 1.31 -1.48 0.037
C -17.057 -8.856 14.633 -0.90 -0.28 1.73 0.147
C -15.860 -9.212 14.015 1.66 -1.42 -0.78 -0.309
C -15.094 -8.270 13.359 1.16 -2.60 0.24 -0.314
C -15.488 -6.962 13.223 -0.91 0.17 0.03 0.301
C -16.761 -6.631 13.745 -0.97 0.15 0.67 -0.292
C -17.484 -7.516 14.532 -0.98 1.11 0.13 -0.294
C -14.584 -6.035 12.495 1.39 1.23 -0.95 0.574
O -15.002 -5.056 11.886 -0.02 -1.06 0.80 -0.559
O -13.334 -6.442 12.556 -1.22 0.00 0.30 -0.606
H -15.489 -10.259 14.061 -0.38 0.90 0.07 0.400
H -14.106 -8.569 12.977 -0.68 0.16 0.13 0.410
H -17.151 -5.649 13.535 -0.03 0.29 0.21 0.496
H -18.398 -7.200 15.104 1.00 -0.25 -0.95 0.385
C -7.354 -9.104 14.022 -0.86 1.09 -0.25 -1.702
C -8.269 -8.295 13.012 0.63 -0.60 0.78 2.064
C -8.522 -6.878 13.537 -0.21 0.40 -0.04 -1.417
C -9.554 -9.069 12.669 -0.40 0.09 -0.38 -1.483
C -7.450 -8.277 11.800 0.40 0.57 -1.74 -0.132
N -6.863 -8.279 10.801 -0.53 0.01 1.13 -0.531
H -7.903 -9.255 14.944 -0.14 -0.14 0.19 0.416
H -6.474 -8.492 14.262 -0.07 -0.44 -0.22 0.394
H -7.106 -10.058 13.573 0.27 -0.11 0.09 0.421
H -9.083 -6.919 14.474 0.03 -0.07 -0.03 0.409
H -9.082 -6.200 12.861 0.16 -0.72 0.04 0.071
H -7.582 -6.368 13.732 0.18 -0.02 0.13 0.475
H -10.050 -9.555 13.526 0.36 0.39 -0.14 0.341
H -9.297 -9.838 11.940 -0.14 -0.17 0.15 0.452
H -10.281 -8.406 12.162 0.29 -0.23 0.30 0.253
```
Positions in Å, forces in eV/Å.

Properties
Charge = +1
2S+1 = 3
LUMO (alpha / beta) = -4.13 / -8.25 eV

=====

Record 6
Molecular formula: C5H7ClNO4
Method: DFT, ωB97M-V/def2-TZVPD

The geometry in XYZ format:
```
18
Properties=species:S:1:pos:R:3:forces:R:3:mulliken_charge:R:1
C 1.022 -1.395 -4.195 -0.74 -1.19 0.84 0.653
C 0.160 0.324 0.244 2.55 -2.30 -1.97 -1.301
C 0.439 0.971 -1.173 -0.74 -1.03 1.90 0.405
C 1.822 1.553 -1.126 2.32 1.35 -4.15 -0.495
C 2.021 2.992 -1.368 -4.58 2.27 -3.49 0.370
N 1.761 3.605 -0.089 -0.56 0.26 -0.16 0.158
O 1.613 -1.365 -5.200 1.36 0.32 -1.65 -0.473
O 1.820 3.624 -2.438 1.99 -2.10 3.88 -0.495
O 0.863 -1.972 -3.161 -0.28 0.68 0.48 -0.538
O 2.521 4.259 0.551 1.35 1.63 1.39 -0.394
Cl -0.551 0.098 -4.535 -0.30 0.20 0.36 -0.612
H -0.236 1.005 0.926 -0.20 1.27 1.34 0.340
H -0.498 -0.572 0.253 0.35 0.63 -0.45 0.323
H 1.234 -0.052 0.470 -2.06 0.32 0.72 0.363
H 0.643 0.180 -1.847 -1.29 -0.80 -1.05 -0.191
H -0.420 1.601 -1.344 0.21 0.36 -1.08 0.359
H 2.548 1.296 -1.974 -1.13 -1.35 0.97 0.235
H 2.180 1.320 -0.199 1.74 -0.52 2.12 0.292
```
Positions in Å, forces in eV/Å.

Properties
Charge = -1
2S+1 = 3
LUMO (alpha / beta) = 2.68 / 1.04 eV

=====

Record 7
Molecular formula: C3H9NO
Method: DFT, ωB97M-V/def2-TZVPD

The geometry in XYZ format:
```
14
Properties=species:S:1:pos:R:3:forces:R:3:mulliken_charge:R:1
C 0.081 -2.049 0.178 0.75 0.53 0.87 -0.764
C -0.631 -0.932 0.094 3.94 -0.90 3.35 -0.195
C -0.214 0.069 1.120 -1.53 3.33 0.32 -0.403
N -1.083 -0.046 2.354 0.82 -3.50 -3.08 -0.530
H 0.035 -2.926 -0.352 -0.89 -1.73 -1.90 0.316
H 0.930 -2.205 0.880 -0.84 0.88 -0.04 0.187
H -1.321 -0.572 -0.531 -2.86 0.31 -2.69 0.501
H 0.797 -0.130 1.402 0.70 0.27 0.16 0.224
H -0.320 1.184 0.657 0.50 -2.40 0.98 0.222
H -1.942 -0.474 2.001 0.04 0.45 0.76 0.237
H -1.230 0.768 2.824 -0.63 2.76 1.27 0.206
O 1.545 2.204 -3.078 0.81 -1.68 -1.43 -0.670
H 1.865 1.494 -3.836 -1.97 3.74 2.40 0.341
H 0.991 3.021 -3.250 1.15 -2.06 -0.97 0.328
```
Positions in Å, forces in eV/Å.

Properties
Charge = 0
2S+1 = 1
LUMO = 0.77 eV